*a*
{"formula": "C2H5NO2", "method": "ωB97M-V/def2-TZVPD", "elements": ["C", "C", "H", "H", "H", "H", "H", "N", "O", "O"], "positions_angstrom": [[-0.76016, -0.40285, 0.27968], [0.12166, 0.67230, 0.03719], [-2.09814, 0.61866, -0.79192], [-0.08102, -1.16124, -0.19542], [-1.02588, -0.62722, 1.33137], [-0.23296, 1.75808, 0.35003], [2.82470, -0.64319, -0.16932], [1.42708, 0.66281, -0.20443], [-2.02747, -0.21758, -0.40453], [1.85220, -0.65977, -0.23265]], "homo_ev": -9.94, "smiles": "OC/C=N\\O", "gap_ev": 10.749, "spin_multiplicity": 1}

---

*b*
{"formula": "C2H5NO2", "method": "ωB97M-V/def2-TZVPD", "elements": ["C", "C", "H", "H", "H", "H", "H", "N", "O", "O"], "positions_angstrom": [[1.76348, -0.37022, 0.10682], [-0.66821, -0.74567, -0.06877], [2.03646, 0.00453, 1.14416], [2.38029, 0.09276, -0.62452], [1.88386, -1.48275, -0.02142], [-0.96880, 1.11911, 0.35933], [-0.58705, -1.84722, -0.03822], [0.39750, 0.00653, -0.21221], [0.03731, 1.30944, -0.03435], [-1.79966, -0.21405, 0.08909]], "homo_ev": -9.43, "smiles": "CN(O)C=O", "gap_ev": 10.235, "spin_multiplicity": 1}

---

*c*
{"formula": "C2H5NO2", "method": "ωB97M-V/def2-TZVPD", "elements": ["C", "C", "O", "N", "O", "H", "H", "H", "H", "H"], "positions_angstrom": [[-0.54396, 0.57608, -0.43478], [-0.87696, -0.73482, 0.20663], [-0.01658, 1.50797, 0.18179], [1.93769, 0.71422, 0.20618], [2.01375, -0.32729, 0.78081], [-1.21224, 0.84162, -1.27696], [1.52581, 0.60440, -0.86904], [-1.53506, -1.34881, -0.40350], [0.04614, -1.27706, 0.43011], [-1.33859, -0.55630, 1.17875]], "homo_ev": -9.10, "smiles": "CC=O.N=O", "gap_ev": 8.990, "spin_multiplicity": 1}

---

Most favorable structure: *b*. The second most favorable one is 0.0399 hartree above it.

---

*a*
{"formula": "C6H15N2", "method": "ωB97M-V/def2-TZVPD", "elements": ["C", "C", "C", "N", "H", "H", "H", "H", "H", "H", "H", "H", "C", "C", "C", "N", "H", "H", "H", "H", "H", "H", "H"], "positions_angstrom": [[-2.72657, 0.56802, 0.81070], [-1.48801, -0.04083, 1.37217], [-1.21412, -1.33242, 1.49948], [-0.43165, 0.93057, 1.67006], [-3.46211, -0.22183, 0.66944], [-3.17864, 1.31448, 1.46612], [-2.53867, 1.03427, -0.15935], [-0.24860, -1.63237, 1.88410], [-1.97191, -2.05697, 1.24148], [-0.82317, 1.76387, 2.10466], [0.12930, 1.28289, 0.59542], [0.23930, 0.56833, 2.34546], [2.17791, -1.71543, -2.01436], [2.05122, -0.38423, -1.34656], [0.92608, 0.30745, -1.26285], [0.84520, 1.55649, -0.49574], [1.26680, -2.01684, -2.52576], [2.99050, -1.70142, -2.73821], [2.38846, -2.43762, -1.22538], [2.91681, 0.04848, -0.84893], [-0.02892, 0.02411, -1.68539], [0.38371, 2.28553, -1.03352], [1.79707, 1.85546, -0.32303]], "homo_ev": -12.99, "gap_ev": 10.161, "spin_multiplicity": 1, "total_charge": 1}

---

*b*
{"formula": "C6H15N2", "method": "ωB97M-V/def2-TZVPD", "elements": ["C", "N", "C", "C", "N", "C", "C", "C", "H", "H", "H", "H", "H", "H", "H", "H", "H", "H", "H", "H", "H", "H", "H"], "positions_angstrom": [[0.71708, -1.14697, 0.77912], [-0.50852, -1.26237, 1.67413], [-1.57396, -2.02321, 1.00368], [0.87669, 0.30787, 0.51311], [-0.54847, 0.87616, 0.26835], [-0.62720, 1.53661, -1.07121], [0.80583, 1.69704, -1.68191], [1.57353, 0.73383, -0.78468], [0.30210, -1.60136, -0.18097], [1.58745, -1.64047, 1.19025], [-0.21626, -1.70286, 2.56913], [-2.12591, -2.69073, 1.66801], [-2.37107, -1.34323, 0.46710], [-1.08943, -2.83827, 0.14830], [1.38818, 0.85406, 1.35517], [-0.83169, 1.64325, 0.91559], [-1.30596, 0.10432, 0.34947], [-1.21331, 1.04369, -1.85118], [-1.13816, 2.48312, -0.87058], [1.25967, 2.61371, -1.80335], [0.70783, 1.37820, -2.67811], [1.77576, -0.16725, -1.52516], [2.55581, 1.14488, -0.45425]], "homo_ev": -13.49, "smiles": "CNC[C@H]1CCC[NH2+]1", "gap_ev": 10.496, "spin_multiplicity": 1, "total_charge": 1}

---

*c*
{"formula": "C6H15N2", "method": "ωB97M-V/def2-TZVPD", "elements": ["C", "C", "C", "C", "C", "C", "N", "N", "H", "H", "H", "H", "H", "H", "H", "H", "H", "H", "H", "H", "H", "H", "H"], "positions_angstrom": [[2.55487, 0.00726, 0.31711], [-2.06841, -0.24370, 1.21616], [-0.87546, 1.60461, 0.09505], [-1.96083, -0.33472, -1.30333], [0.68468, -1.43816, 0.39347], [-1.54645, 0.31815, -0.02758], [3.51740, 0.43663, -0.47679], [1.65268, -0.72190, -0.27551], [2.60436, 0.16877, 1.36688], [-2.91717, 0.32400, 1.40693], [-2.39893, -1.21301, 1.08325], [-1.58228, -0.02811, 2.05646], [-1.63924, 2.39500, 0.02459], [-0.46546, 1.60580, 1.12886], [-0.11241, 1.87269, -0.55815], [-2.66726, -1.12664, -1.11227], [-1.18522, -0.81639, -1.81225], [-2.17518, 0.40907, -2.09658], [0.01170, -2.13553, -0.10684], [0.90494, -1.59173, 1.46722], [4.33608, 0.83055, -0.06711], [3.46347, 0.42381, -1.48139], [1.86414, -0.74647, -1.23817]], "homo_ev": [-11.51, -10.07], "gap_ev": [8.201, 5.725], "spin_multiplicity": 1, "total_charge": 1}

---

*d*
{"formula": "C6H15N2", "method": "ωB97M-V/def2-TZVPD", "elements": ["C", "C", "C", "C", "N", "C", "C", "N", "H", "H", "H", "H", "H", "H", "H", "H", "H", "H", "H", "H", "H", "H", "H"], "positions_angstrom": [[-0.33735, 2.84158, -1.08305], [-1.20770, 2.03174, -0.19373], [-0.33758, 1.05704, 0.57480], [-0.40282, -0.26980, 0.26267], [0.35033, -1.33004, 0.49019], [0.16071, -2.48018, -0.24369], [1.16919, -3.48287, 0.16511], [0.40407, 1.91081, -1.88581], [-0.95085, 3.54162, -1.69556], [0.35740, 3.52467, -0.59734], [-2.13074, 1.61523, -0.70957], [-1.74655, 2.67624, 0.50022], [0.02367, 1.39109, 1.56301], [-1.11550, -0.57989, -0.43988], [0.12047, -0.21010, 3.75315], [-0.86918, -2.73944, -0.19853], [0.25284, -2.30730, -1.38804], [2.19639, -3.08262, 0.43563], [1.35418, -4.12928, -0.66765], [0.93358, -4.09158, 0.97204], [-0.32928, 0.18291, 4.21222], [0.99975, 2.51424, -2.52425], [1.10498, 1.41595, -1.30193]], "homo_ev": -13.65, "gap_ev": 6.031, "spin_multiplicity": 1, "total_charge": 1}

---

Most favorable structure: *a*. The second most favorable one is 0.0450 hartree above it.

---

*a*
{"formula": "C5H12N4", "method": "ωB97M-V/def2-TZVPD", "elements": ["C", "N", "C", "N", "N", "H", "H", "H", "H", "H", "H", "H", "C", "C", "C", "N", "H", "H", "H", "H", "H"], "positions_angstrom": [[0.43930, 1.19751, -1.78944], [0.54489, 0.02210, -0.90700], [0.52135, 0.61853, 1.26205], [0.27688, 1.88290, 1.75467], [1.67451, 0.07892, 1.47815], [1.48088, -0.37580, -1.01131], [-0.71084, 2.09275, 1.88554], [1.09752, 2.31373, 2.15883], [1.80943, -0.67892, 0.79836], [1.21167, 1.91843, -1.51612], [0.57402, 0.89667, -2.82930], [-0.54449, 1.64906, -1.65275], [-0.91594, -0.33904, 1.39816], [-0.42623, -1.01026, -1.03016], [-0.08416, -2.30697, -1.18152], [-2.04095, 0.25429, 1.56347], [-2.80705, -0.40632, 1.72168], [-0.76850, -1.42243, 1.53865], [-1.40748, -0.65701, -1.33225], [0.90851, -2.66458, -0.92867], [-0.83334, -3.06356, -1.38106]], "homo_ev": -7.84, "smiles": "[H]/N=C/C(N)=N\\[H].C=CNC", "gap_ev": 8.735, "spin_multiplicity": 1}

---

*b*
{"formula": "C5H12N4", "method": "ωB97M-V/def2-TZVPD", "elements": ["C", "C", "N", "C", "C", "N", "N", "C", "N", "H", "H", "H", "H", "H", "H", "H", "H", "H", "H", "H", "H"], "positions_angstrom": [[-1.45614, -1.61034, -0.74585], [1.89317, -1.08668, 0.86392], [-0.04130, -1.35081, -0.63132], [-0.45560, 1.30926, -0.75867], [0.40801, 0.86169, 0.31644], [-1.65995, 1.76832, -1.11347], [0.65270, 1.67685, 1.46992], [0.46130, -0.63697, 0.58605], [0.78917, 1.34179, -1.06378], [0.40650, -1.06424, -1.49627], [-2.39954, 1.78292, -0.43043], [-1.71835, 2.39714, -1.89867], [0.49706, 2.65469, 1.24554], [1.61165, 1.55922, 1.78061], [-0.19506, -0.88766, 1.42669], [-1.83513, -1.97725, 0.20918], [-2.06950, -0.74681, -1.03752], [-1.60507, -2.38984, -1.49319], [1.93296, -2.17232, 0.83993], [2.56065, -0.70405, 0.09535], [2.22245, -0.72491, 1.83552]], "homo_ev": -8.20, "smiles": "CN[C@@H](C)[C@@]1(N)N=C1N", "gap_ev": 9.002, "spin_multiplicity": 1}

---

Most favorable structure: *b*. The second most favorable one is 0.0697 hartree above it.

---

*a*
{"formula": "C5H12N4", "method": "ωB97M-V/def2-TZVPD", "elements": ["C", "C", "C", "C", "C", "N", "N", "N", "N", "H", "H", "H", "H", "H", "H", "H", "H", "H", "H", "H", "H"], "positions_angstrom": [[1.13868, 0.77717, 0.70385], [3.33970, -0.00323, -0.34465], [-1.73190, -1.52349, 0.82382], [-2.74120, 0.80261, -0.76827], [1.81037, -0.19064, -0.24166], [0.30622, 1.71563, 0.48714], [-0.77029, 1.67089, -0.22117], [-0.85351, -0.46793, 0.39649], [-1.42211, 0.55178, -0.17931], [1.63106, 0.71937, 1.70120], [3.94835, -0.79722, -0.84021], [3.67276, 0.07104, 0.76219], [3.64224, 0.89409, -1.00533], [-1.45777, -1.74200, 1.91542], [-2.83685, -1.26566, 0.85299], [-1.46259, -2.44354, 0.20307], [-3.57346, 0.53633, -0.07415], [-2.86757, 1.87818, -0.97190], [-2.81355, 0.25781, -1.83479], [1.53858, -1.34097, -0.00520], [1.50285, -0.10022, -1.35955]], "homo_ev": [-7.25, -7.25], "gap_ev": [8.163, 8.166], "spin_multiplicity": 1}

---

*b*
{"formula": "C5H12N4", "method": "ωB97M-V/def2-TZVPD", "elements": ["C", "C", "C", "N", "C", "C", "N", "N", "N", "H", "H", "H", "H", "H", "H", "H", "H", "H", "H", "H", "H"], "positions_angstrom": [[-1.07477, -0.64163, 1.65896], [-2.11694, -0.22532, -0.50814], [2.11217, 1.02236, 0.83364], [-1.00622, -0.79225, 0.22119], [0.25133, -0.91192, -0.37472], [0.62894, 0.45370, -0.96718], [0.04370, 0.83632, -2.15282], [1.49575, 1.22097, -0.44448], [1.03921, -1.83305, -0.00354], [0.50176, 1.62618, -2.57970], [-0.19629, 0.09912, -2.79534], [1.97122, -1.74766, -0.40072], [-1.03588, 0.41651, 1.94878], [-0.24298, -1.17426, 2.11254], [-2.01006, -1.07046, 2.02251], [-2.10162, -0.56837, -1.53970], [-2.12387, 0.86856, -0.50000], [-3.03834, -0.57417, -0.03536], [1.88063, 0.07785, 1.32656], [1.82373, 1.84391, 1.48872], [3.19854, 1.07359, 0.68878]], "homo_ev": -8.36, "smiles": "[H]/N=C(\\C(N)=N/C)N(C)C", "gap_ev": 9.302, "spin_multiplicity": 1}

---

*c*
{"formula": "C5H12N4", "method": "ωB97M-V/def2-TZVPD", "elements": ["C", "C", "C", "N", "N", "C", "C", "N", "N", "H", "H", "H", "H", "H", "H", "H", "H", "H", "H", "H", "H"], "positions_angstrom": [[0.37001, -0.45105, 0.33456], [-0.65663, 0.74441, -1.58406], [1.15319, -0.16307, 1.61437], [-0.17419, 0.72054, -0.21982], [-0.56315, -1.52075, 0.45565], [1.67332, -1.89807, -1.27030], [-1.67651, 2.41806, 0.70432], [1.58691, -0.74821, -0.79463], [-1.17095, 1.27505, 0.84487], [-1.51525, -1.19916, 0.56784], [-0.30236, -2.21038, 1.14792], [-0.50421, 1.74593, -1.98719], [-0.11310, 0.03042, -2.20008], [-1.72394, 0.50246, -1.63534], [1.87445, 0.62330, 1.41475], [0.46994, 0.16976, 2.39281], [1.67217, -1.06193, 1.94391], [0.93614, -2.69525, -1.11663], [2.49863, -2.12950, -1.94257], [-1.51789, 3.05540, -0.16878], [-2.31659, 2.79204, 1.49840]], "homo_ev": -8.68, "smiles": "C=NN(C)[C@@](C)(N)N=C", "gap_ev": 9.744, "spin_multiplicity": 1}

---

*d*
{"formula": "C5H12N4", "method": "ωB97M-V/def2-TZVPD", "elements": ["C", "C", "N", "C", "N", "N", "C", "C", "N", "H", "H", "H", "H", "H", "H", "H", "H", "H", "H", "H", "H"], "positions_angstrom": [[0.84072, 0.05829, -0.29353], [0.68503, -0.78454, -1.55374], [-0.08735, -0.17520, 0.74252], [-1.41650, 0.71405, 0.34629], [-0.29041, -1.50343, 1.03633], [-1.12682, 2.07391, 0.36163], [2.33392, -0.34612, 0.42498], [-2.64303, 0.22342, 0.15011], [3.40624, 0.28470, 0.32362], [0.92057, 1.12154, -0.51248], [-0.74665, -1.59547, 1.93627], [-0.81162, -2.02125, 0.32948], [-1.94321, 2.66906, 0.43292], [-0.40701, 2.33715, 1.02010], [3.34081, 1.17382, -0.17826], [2.34087, -1.30208, 0.95012], [0.94391, -1.82230, -1.34615], [-0.34204, -0.75307, -1.91638], [1.33838, -0.40520, -2.33575], [-2.82993, -0.82113, -0.03425], [-3.50587, 0.87385, 0.11618]], "homo_ev": -8.43, "smiles": "[H]/N=C\\[C@@H](C)N(N)C(=C)N", "gap_ev": 9.345, "spin_multiplicity": 1}

---

Most favorable structure: *b*. The second most favorable one is 0.0591 hartree above it.

---

*a*
{"formula": "C3H5N4O", "method": "ωB97M-V/def2-TZVPD", "elements": ["C", "C", "C", "N", "N", "N", "N", "O", "H", "H", "H", "H", "H"], "positions_angstrom": [[0.06455, -0.56130, -0.63393], [0.97360, 0.35006, 0.05576], [-1.33738, -0.34634, 0.01538], [-0.21896, 1.10123, 1.43158], [0.42387, -1.09798, -1.65701], [-1.33781, 0.70894, 1.13741], [2.22453, 0.53431, 0.15251], [-2.34110, 1.03854, 1.69205], [-1.94268, -0.01893, -0.72961], [-1.84198, -1.26194, 0.38762], [-0.23865, -1.66060, -2.14306], [2.83442, -0.10484, -0.45261], [2.73761, 1.31886, 0.74392]], "homo_ev": [-15.07, -15.07], "gap_ev": [8.571, 8.572], "spin_multiplicity": 1, "total_charge": 1}

---

*b*
{"formula": "C3H5N4O", "method": "ωB97M-V/def2-TZVPD", "elements": ["C", "C", "C", "N", "N", "N", "N", "O", "H", "H", "H", "H", "H"], "positions_angstrom": [[0.38457, -1.50344, 0.16914], [0.47388, -0.12128, 0.30394], [-0.79748, 0.88684, -0.00568], [-1.99957, 0.57974, 0.60272], [0.56112, -2.64114, 0.17835], [-2.73092, -0.23431, 0.07948], [-3.37765, -1.05035, -0.34141], [-0.78619, 1.02884, -1.32380], [1.18716, 0.35929, -0.52214], [0.81872, -0.01123, 1.39380], [-0.48154, 1.79346, 0.47460], [0.77167, -3.61220, 0.29647], [-1.43066, 1.81066, -1.62900]], "homo_ev": -13.97, "gap_ev": 9.178, "spin_multiplicity": 1, "total_charge": 1}

---

Most favorable structure: *b*. The second most favorable one is 0.0844 hartree above it.